[1]
The following is a DFT calculation (ωB97M-V/def2-TZVPD) of a structure of composition C47H99CrNO34.

Net charge: +2
LUMO (alpha / beta) in eV: -7.2 / -6.9
2S+1: 5
HOMO level (alpha / beta) in hartree: -0.50478 / -0.50478
Gap between HOMO and LUMO (alpha / beta) in eV: 6.543 / 6.870
E in hartree: -5507.03876
<S²>: 6.04

Atoms and positions in Å:
1 H 0.44 -6.93 -2.20
2 H -3.31 -4.20 3.70
3 H 1.96 2.83 4.30
4 C -6.36 -0.40 3.16
5 H 0.37 -2.47 -0.57
6 H -6.55 -1.22 2.47
7 C 1.97 1.58 -3.85
8 C 3.71 0.56 0.50
9 H -4.73 6.95 3.64
10 H 0.23 -0.98 -4.51
11 H -2.29 -0.43 -3.89
12 O 0.22 2.06 -6.01
13 H 3.67 -6.81 0.07
14 H -8.65 -3.40 -3.69
15 O -1.24 -4.87 1.87
16 O -3.73 4.73 3.70
17 H 4.09 -1.81 -2.78
18 H -2.40 7.36 4.62
19 C -2.81 -5.01 4.23
20 H -1.45 3.00 1.70
21 C 5.28 4.22 0.87
22 O 2.66 -4.79 -1.14
23 C 2.95 4.43 0.28
24 C -0.12 2.21 -4.81
25 O 0.55 -4.77 3.28
26 C -7.80 -2.92 -4.18
27 C 0.63 -1.99 -4.38
28 H 1.61 -3.55 1.86
29 C -3.01 0.38 -3.98
30 O 5.88 -1.20 -0.26
31 H -0.11 -1.73 5.17
32 C 1.48 0.88 3.53
33 C -2.80 8.01 3.84
34 C -2.53 3.06 1.82
35 H 3.13 1.48 0.55
36 H -7.64 7.51 0.62
37 H -1.56 -4.67 -1.48
38 H -1.20 -2.90 -5.35
39 H -1.36 -0.92 6.09
40 O -4.56 -1.08 -2.29
41 C 6.02 -0.15 0.38
42 O -1.41 -4.80 4.15
43 C 1.58 2.40 3.37
44 C 2.65 1.01 -2.60
45 O -1.22 2.89 -4.32
46 O 7.12 0.35 0.74
47 O -4.27 -0.13 -4.31
48 H -1.50 -4.67 0.23
49 O -2.80 4.44 1.64
50 C -1.87 -1.19 4.01
51 H 1.69 -1.87 -4.56
52 O -5.25 -0.67 3.94
53 C 6.03 4.96 -0.28
54 O -3.21 -1.11 4.30
55 O 0.40 -4.25 -5.00
56 C -0.06 -5.06 -4.00
57 C -0.78 -0.62 -0.62
58 H -4.47 8.20 2.41
59 C -1.19 -1.68 5.33
60 C -3.19 3.84 -1.72
61 O -3.43 6.43 2.20
62 O 3.01 5.65 0.09
63 H 3.49 0.37 -2.85
64 H -1.39 0.58 1.21
65 H -3.09 2.76 -1.65
66 H 0.65 -2.21 -3.31
67 H 0.42 4.91 -0.81
68 H 8.34 1.36 -1.22
69 H -1.70 -1.89 3.18
70 H 2.16 0.94 -4.71
71 Cr -4.07 -1.31 -0.11
72 H 1.04 -8.06 -3.50
73 H -2.52 4.26 -0.96
74 O -3.96 -0.85 2.11
75 H 3.05 -5.57 3.69
76 H 0.00 -1.74 0.94
77 H -7.12 -0.38 3.94
78 C 0.52 4.20 0.01
79 H 5.82 -2.00 5.17
80 C -3.35 5.17 2.60
81 H 2.39 2.61 2.67
82 H 5.53 5.92 -0.42
83 H 0.08 1.03 0.54
84 H 2.65 -2.64 -2.45
85 H -7.10 -3.72 -4.39
86 H 0.22 4.69 0.93
87 C 5.71 -7.37 0.23
88 C -7.04 -1.98 -3.23
89 H 3.25 -1.79 -1.20
90 O -2.02 -1.32 -0.59
91 C -1.77 3.79 -5.24
92 O -6.92 5.34 -0.11
93 C -0.91 0.68 0.24
94 C 1.50 -4.57 2.24
95 H -3.03 0.92 -3.03
96 H -3.12 -5.17 5.26
97 C 0.32 -7.30 -3.22
98 H -1.20 4.71 -5.36
99 H 10.00 0.62 -0.84
100 H 5.67 -8.39 0.61
101 H 9.28 1.81 0.23
102 C -4.61 4.20 -1.38
103 H -6.31 0.51 2.57
104 H 7.08 5.25 -0.25
105 H -0.17 3.41 -0.28
106 H -8.07 -2.39 -5.10
107 C 2.87 -4.82 2.92
108 C -6.80 8.15 0.33
109 O 4.15 -0.97 4.60
110 C 3.89 -4.61 -1.13
111 H -2.90 2.55 0.94
112 H 5.32 4.77 1.81
113 H 5.91 3.36 1.12
114 H -1.93 8.36 3.29
115 C 5.13 -1.98 4.32
116 H -1.43 1.44 -0.35
117 C 3.09 -0.81 3.80
118 H 3.69 0.29 -0.56
119 H -2.75 4.07 -4.86
120 H -1.47 -2.70 5.59
121 H -6.49 8.83 1.13
122 O -6.11 -1.21 -3.98
123 O -4.69 5.54 -0.86
124 H 1.86 0.44 -2.10
125 H -3.05 -5.98 3.77
126 C 0.28 -1.50 -0.08
127 H 3.10 1.81 -2.02
128 H -0.71 -7.67 -3.22
129 C -4.10 -0.81 3.36
130 C -5.90 5.97 -0.36
131 H -2.93 4.15 -2.73
132 O 0.61 1.90 -3.69
133 C 3.62 -2.42 -2.01
134 H -7.15 8.71 -0.53
135 O 4.88 -5.51 -0.94
136 H 0.58 0.57 4.06
137 O 4.03 3.65 0.59
138 C -4.94 -0.81 -3.43
139 O -0.93 -4.81 -3.14
140 C -0.78 -4.80 3.02
141 H -1.37 -0.26 3.76
142 H 1.25 -1.01 -0.06
143 O 2.77 -1.56 2.86
144 H 6.04 4.36 -1.19
145 H -2.69 1.11 -4.72
146 H 8.32 -1.12 -0.11
147 H -5.07 3.53 -0.65
148 H 3.50 -5.07 2.06
149 H 3.29 -3.87 3.25
150 C -0.11 -2.97 -5.25
151 H -0.45 -0.26 -1.60
152 H -6.60 -2.53 -2.40
153 H -5.24 4.27 -2.27
154 H 6.57 -7.47 -0.44
155 H 5.60 -1.71 3.38
156 H -2.83 2.52 2.71
157 H -7.73 -1.32 -2.70
158 C 9.04 1.01 -0.47
159 H 0.07 -2.80 -6.31
160 H 0.66 2.89 3.03
161 O 5.05 0.62 0.95
162 H 2.50 2.53 -3.98
163 O 1.78 3.64 0.11
164 N -1.79 -4.21 -0.62
165 C 8.38 -0.15 0.39
166 O -5.71 7.31 -0.15
167 C -3.98 7.44 3.01
168 H -2.79 -4.07 -0.50
169 H 1.37 -5.07 1.28
170 H 4.37 -7.46 -1.49
171 H 3.09 -0.19 0.99
172 C 4.51 -6.82 -0.62
173 O 0.56 -6.28 -4.17
174 H -1.41 -3.27 -0.63
175 H -1.98 3.48 -6.26
176 H 9.05 -0.34 1.23
177 H 1.28 0.42 2.57
178 H -3.19 8.84 4.44
179 O 2.59 0.33 4.17
180 H 6.02 -6.73 1.05
181 O 4.46 -3.51 -1.63
182 H 4.73 -3.00 4.34

---

[2]
The following is a DFT calculation (ωB97M-V/def2-TZVPD) of a structure of composition CH4BrClOSi.

Net charge: 0
LUMO in eV: -0.8
HOMO level in hartree: -0.33256
Gap between HOMO and LUMO in eV: 8.247
E in hartree: -3439.32891

Atoms and positions in Å:
1 H 0.07 1.28 1.25
2 C -3.45 -0.33 -0.76
3 Si 0.43 0.62 0.04
4 H 1.81 0.57 -0.32
5 H 0.00 -1.48 0.37
6 O -0.38 -0.79 -0.06
7 Cl -4.16 -1.68 -0.17
8 Br -3.91 1.20 0.17
9 H -0.11 1.38 -1.03

---

[3]
The following is a DFT calculation (ωB97M-V/def2-TZVPD) of a structure of composition C23H23Br2CoF3N5O5.

Net charge: -1
LUMO (alpha / beta) in eV: 1.7 / 1.7
2S+1: 2
HOMO level (alpha / beta) in hartree: -0.15468 / -0.15324
Gap between HOMO and LUMO (alpha / beta) in eV: 5.916 / 5.877
E in hartree: -8370.83519
<S²>: 0.76

Atoms and positions in Å:
1 C 2.88 -1.58 -0.32
2 C 0.54 -0.44 2.02
3 C -2.70 0.52 1.89
4 H 0.42 3.21 3.23
5 C 3.33 0.60 -0.95
6 C 0.39 1.14 3.83
7 H 6.23 -1.10 -0.39
8 H -4.69 -0.56 3.19
9 N -3.71 -2.91 1.21
10 Co 0.53 0.15 -0.84
11 H -4.15 1.50 -1.16
12 H -3.01 2.30 0.78
13 C 0.73 -2.45 -3.56
14 H 5.74 3.53 -1.67
15 C 0.45 -0.17 3.38
16 Br 7.48 1.27 -1.04
17 C -3.74 -1.72 1.81
18 Br 3.05 4.63 -1.99
19 C 5.16 -0.90 -0.47
20 C 5.59 1.48 -1.13
21 C -3.49 1.31 0.83
22 C 2.75 1.89 -1.30
23 C 3.70 2.90 -1.54
24 C -2.08 -1.21 -1.00
25 H -1.88 -1.29 1.20
26 H 0.32 1.36 4.89
27 N -4.81 -1.30 2.53
28 C -3.66 0.72 -0.58
29 C 0.32 -0.97 -3.83
30 H -4.50 1.50 1.20
31 O 0.00 -0.75 -4.99
32 F 1.06 -2.73 -2.29
33 H 2.13 -2.33 -0.12
34 H -5.58 -1.93 2.66
35 H -3.04 0.78 2.89
36 H -4.35 -0.12 -0.54
37 O -3.02 -2.04 -1.15
38 C 0.44 2.17 2.90
39 H 4.55 -2.86 0.10
40 C 0.53 1.89 1.54
41 H 0.44 -0.99 4.10
42 O 0.36 -0.17 -2.85
43 O -0.97 -1.46 -0.47
44 H -2.74 0.20 -2.42
45 H -4.53 -3.48 1.30
46 N -2.70 -0.92 1.70
47 H 0.58 2.71 0.82
48 N -1.27 1.14 -1.24
49 H -3.28 -2.85 0.24
50 O 1.50 2.04 -1.35
51 C 4.73 0.39 -0.85
52 H 0.57 -1.48 1.70
53 C 5.07 2.70 -1.47
54 C 0.55 0.57 1.04
55 C 4.25 -1.87 -0.20
56 F 1.80 -2.80 -4.31
57 N 2.45 -0.40 -0.69
58 H -1.46 1.98 -0.70
59 C -2.42 0.25 -1.38
60 H -0.89 1.41 -2.14
61 F -0.27 -3.29 -3.90
62 H -1.65 0.81 1.85

---

[4]
The following is a DFT calculation (ωB97M-V/def2-TZVPD) of a structure of composition C38H35BrN5O2PtS2.

Net charge: +1
LUMO (alpha / beta) in eV: -3.4 / -5.3
2S+1: 5
HOMO level (alpha / beta) in hartree: -0.32593 / -0.37992
Gap between HOMO and LUMO (alpha / beta) in eV: 5.440 / 5.067
E in hartree: -5382.67906
<S²>: 6.07

Atoms and positions in Å:
1 C 2.44 -2.93 3.22
2 H -0.60 -2.81 1.56
3 O -0.03 0.08 4.62
4 H 0.85 -4.85 1.20
5 H 2.55 -1.72 1.43
6 C 2.36 0.03 -2.92
7 H 4.24 4.98 -3.27
8 H 3.09 -3.71 2.83
9 H -4.45 0.78 -3.14
10 C 1.01 0.39 2.05
11 C 0.08 -3.54 -1.09
12 H 0.47 -5.34 -2.21
13 C 0.67 -4.28 -2.13
14 H -8.98 0.36 -1.18
15 H -0.24 -0.04 5.56
16 S 0.28 3.45 0.42
17 C 3.77 1.74 -4.07
18 C 0.81 -0.93 4.20
19 C -5.58 0.55 -1.31
20 H 2.83 7.80 1.15
21 H 3.70 3.14 3.65
22 H 4.44 7.47 1.82
23 N -0.52 0.40 1.94
24 N 2.21 3.27 2.23
25 C 1.50 -3.70 -3.06
26 H -6.42 0.79 -4.59
27 C 1.33 -0.82 2.92
28 H 4.94 3.31 -4.95
29 O 1.59 0.32 0.85
30 C -7.99 0.45 -1.60
31 H 0.44 -6.06 -0.02
32 C 4.26 3.03 -4.15
33 H -1.04 0.38 2.82
34 H -0.60 -5.85 1.39
35 N 2.11 5.27 0.94
36 C 2.15 -1.83 2.43
37 C -6.88 0.45 -0.78
38 H -7.01 0.36 0.29
39 H -0.07 -1.57 -0.21
40 H 4.07 1.00 -4.81
41 H 1.21 1.34 2.59
42 C 0.33 -2.19 -1.00
43 N 1.51 -0.24 -1.97
44 C -2.43 0.48 0.79
45 H -2.58 -4.20 -1.33
46 C 2.50 2.32 -2.08
47 C -5.43 0.68 -2.70
48 C -3.14 0.49 -0.42
49 C 2.99 3.62 -2.19
50 H -2.02 -3.85 1.67
51 N -1.10 0.44 0.82
52 H -1.63 -5.68 -1.52
53 C 3.66 7.10 1.16
54 S 2.78 -1.31 -3.92
55 C -1.98 -4.94 -0.80
56 H -4.88 0.53 0.69
57 C 0.02 -5.32 0.67
58 C 1.75 -2.33 -2.96
59 H -2.99 0.51 1.72
60 H 2.68 4.38 -1.48
61 C 3.18 5.75 1.58
62 C -4.52 0.53 -0.34
63 H -2.00 -2.53 0.50
64 C 2.90 1.39 -3.05
65 H 2.15 -3.88 5.12
66 C 1.92 -3.03 4.50
67 C -1.39 -3.30 0.97
68 C 1.16 -1.58 -1.95
69 Br -2.16 0.41 -2.01
70 H 4.05 7.05 0.14
71 H 4.67 5.38 3.10
72 H 0.68 -2.10 5.99
73 H -8.68 0.58 -3.63
74 H 1.95 -4.29 -3.85
75 C -0.81 -4.26 -0.07
76 C 3.86 3.97 -3.21
77 C -6.54 0.69 -3.52
78 C -7.82 0.57 -2.98
79 Pt 1.05 1.63 -0.70
80 C 3.80 5.00 2.57
81 C 1.10 -2.03 4.99
82 C 1.71 4.06 1.30
83 C 3.27 3.77 2.87
84 H -2.62 -5.45 -0.08